1.
DFT (ωB97M-V/def2-TZVPD) results for a structure of composition C28H45BrHgN2P2.

Last column: Mulliken charge in e.
Element x y z (Å)
H 6.662 1.946 -2.447  0.331
C -1.677 1.670 -3.761  -0.677
H -1.571 -0.015 5.676  0.344
H 0.178 0.699 -3.274  0.508
C -5.948 3.711 -6.103  -0.502
H -0.188 -0.232 6.768  0.320
C 0.103 -2.583 -3.878  -1.359
H 4.207 -1.152 0.210  -0.468
H -2.568 -4.077 0.611  0.282
H -0.375 -2.995 1.105  0.321
H 5.719 -2.534 -4.431  0.375
H 5.294 -0.439 -3.323  0.483
Br 2.054 -0.737 1.351  -0.489
H -5.006 3.938 -2.847  0.284
H -2.279 -1.515 -2.662  0.354
C 6.668 1.838 -1.357  -1.198
C -1.022 1.177 -1.517  -0.345
H -0.529 -1.710 -4.082  0.275
H -1.353 -5.319 0.931  0.399
H 1.457 -1.968 -2.292  -0.230
H 0.970 -2.534 -4.550  0.386
N -0.729 0.913 2.417  -0.482
C -6.165 5.632 -4.656  -0.497
H 7.083 -2.420 -3.303  0.374
H 0.451 -4.040 -0.054  0.585
C -0.538 -0.366 5.738  -1.093
C -5.653 4.337 -4.875  0.568
C 5.097 -1.789 0.064  0.274
H 6.484 2.826 -0.923  0.359
C -2.841 2.308 -3.280  1.122
C -6.722 4.403 -7.046  -0.336
H -2.523 -3.180 -2.077  0.571
C -3.052 2.391 -1.887  -0.615
H -0.532 -1.436 5.502  0.304
C -0.247 0.653 3.448  0.269
C -1.643 -4.526 0.231  -1.228
C 5.592 0.850 -0.896  -0.373
C 0.358 0.413 4.751  -0.116
C -2.284 -2.150 -1.761  -0.428
H 0.935 -3.657 -2.177  0.617
H 4.255 -1.583 -2.424  -0.224
H 4.669 0.966 -1.481  0.284
H 6.786 -2.463 1.285  0.411
H 0.629 1.388 5.193  0.296
C 5.991 -2.506 -3.372  -1.193
H -1.859 -5.002 -0.732  0.322
H 4.775 -2.725 -0.417  0.425
H -3.821 -2.449 -0.237  0.400
H -2.298 1.922 0.074  0.483
P 6.184 -0.889 -1.119  0.325
C -2.128 1.839 -1.002  -0.437
C -0.497 -3.514 0.142  -0.496
C 5.770 -2.066 1.406  -1.183
H 7.669 1.513 -1.049  0.368
H -5.575 2.714 -6.321  0.398
H 5.351 0.987 0.168  0.462
C -3.769 2.884 -4.226  -0.351
P -0.582 -2.171 -1.107  0.156
C -6.871 6.266 -5.685  -0.300
H -3.572 2.721 -5.292  0.343
H -5.964 6.163 -3.728  0.361
C 0.594 -2.640 -2.431  0.081
H 5.819 -1.156 2.015  0.336
Hg 0.201 0.138 -0.144  0.574
H -0.461 -3.488 -4.137  0.387
C -0.739 1.137 -2.879  -0.138
H 1.291 -0.144 4.587  0.192
H -3.950 2.882 -1.508  0.276
H 5.175 -2.802 1.959  0.348
H -4.068 -1.029 -1.273  0.338
H -2.857 -0.974 0.014  0.281
H 5.696 -3.462 -2.926  0.329
H -6.987 3.919 -7.992  0.350
H -1.533 1.619 -4.837  0.378
C 5.294 -1.332 -2.682  0.048
C -3.308 -1.625 -0.749  -1.353
H -7.219 7.296 -5.565  0.359
N -7.148 5.650 -6.838  -0.569
C -4.808 3.688 -3.888  -0.333

Computed properties:
Net charge: +2
E: -125524.088 eV
Molar mass: 752.12 g mol⁻¹
Kohn-Sham gap (spin up / spin down): 0.13864 / 0.11713 hartree
Energy relative to the best compared isomer or geometry (same formula, charge and spin): 0.00 kJ/mol

***

2.
DFT (ωB97M-V/def2-TZVPD) results for the ion C5H10N3O4 with charge +1.

Last column: natural (NBO) charge in e.
Element x y z (Å)
C 1.234 0.200 -0.444  0.144
C -0.325 -0.285 1.750  -0.625
H -1.129 0.213 -1.702  0.233
H 0.534 1.616 -1.778  0.262
C -0.095 -0.361 0.241  0.106
H 0.531 -3.679 0.304  0.529
O 0.408 -2.819 0.715  -0.483
H 0.636 -0.579 2.342  0.233
H -1.791 1.002 -0.345  0.257
N 2.338 0.861 0.727  0.606
H -2.213 -0.656 -0.500  0.260
H -0.638 0.698 2.063  0.255
N 0.477 -1.699 -0.024  0.069
O 3.406 0.392 0.591  -0.279
H -1.134 -0.890 1.949  0.245
C -1.329 0.100 -0.591  -0.650
O 1.840 1.640 1.423  -0.253
O 2.862 -1.507 -0.982  -0.113
C 1.373 0.996 -1.660  -0.694
H 2.290 1.799 -1.633  0.285
H 1.338 0.342 -2.542  0.262
N 1.810 -1.089 -0.586  0.353

Computed properties:
Net charge: +1
Structure (SMILES): CC1(C)N(O)[N+](=O)[C@]1(C)[N+](=O)[O-]
E: -17990.036 eV
Molar mass: 176.15 g mol⁻¹
Kohn-Sham gap (spin up / spin down): 0.30381 / 0.30378 hartree
Energy relative to the best compared isomer or geometry (same formula, charge and spin): 805.58 kJ/mol

***

3.
DFT (ωB97M-V/def2-TZVPD) results for a cluster of 12 separate species, C4H31NO13 in total.

Last column: natural (NBO) charge in e.
Element x y z (Å)
H 2.924 -1.843 -0.259  0.521
H 1.458 2.585 2.120  0.489
O 0.854 3.318 1.876  -0.940
H -0.426 -2.807 3.417  0.185
O 1.834 0.786 2.840  -1.041
C -2.667 -1.868 1.690  -0.526
O 2.538 1.000 0.210  -0.983
H -1.211 2.925 -2.572  0.467
H -3.650 2.323 -1.036  0.491
H 2.164 1.063 1.057  0.502
H -3.076 -1.532 -0.530  0.138
H 0.315 -1.755 -4.361  0.473
H -2.037 2.334 0.680  0.495
O 2.158 -2.449 0.010  -1.005
C -1.211 -2.032 1.372  -0.068
H -0.595 -0.966 3.232  0.177
H -2.964 0.924 -0.985  0.492
O -2.772 1.844 -0.922  -0.965
O -4.373 -0.595 0.558  -0.533
H 0.404 -1.738 -2.915  0.489
H 3.089 0.229 0.051  0.486
H 1.394 -2.200 1.564  0.510
O -0.561 2.811 -3.220  -0.979
O -1.545 2.090 1.473  -1.022
H -2.777 -1.220 2.583  0.233
N -0.801 -1.220 0.269  -0.865
C -0.338 -1.910 2.662  -0.070
H 2.992 -0.020 -2.010  0.477
O -0.407 0.176 -3.042  -0.995
H -0.388 0.338 -2.093  0.488
H -0.740 -0.204 0.560  0.374
H 1.000 0.980 3.379  0.494
H 0.173 -1.504 0.101  0.380
O 1.661 2.279 -1.875  -0.961
H 0.569 3.567 2.729  0.471
O 1.043 -1.729 2.288  -0.791
H -2.975 -2.851 1.892  0.237
H 1.936 -0.245 2.616  0.539
O 0.705 -2.277 -3.704  -0.967
O 3.108 -0.875 -1.960  -0.978
C -3.418 -1.325 0.465  0.441
H 1.712 1.870 -1.035  0.500
H -0.318 0.866 -3.624  0.505
H -0.677 2.522 1.495  0.484
H 1.846 -3.014 -0.729  0.504
H 0.177 2.625 -2.630  0.482
H 2.883 -1.346 -2.782  0.514
H -1.040 -3.019 0.900  0.179
H 2.026 3.089 -1.804  0.472

Computed properties:
Net charge: 0
Structure (SMILES): N[C@@H](CO)CC=O.O.O.O.O.O.O.O.O.O.O.O
E: -32757.303 eV
Molar mass: 301.29 g mol⁻¹
Kohn-Sham gap: 0.35560 hartree
Energy relative to the best compared isomer or geometry (same formula, charge and spin): 457.87 kJ/mol